Formula: C7H8I2Si
Source: the OMol25 dataset
Level of theory: ωB97M-V/def2-TZVPD

Summary:
ΔE to the lowest compared entry with this formula, charge and spin ... 0.00 kJ/mol
Frontier orbital gap ... 9.29 eV
Lowest unoccupied orbital energy ... 0.319 eV
E ... -1156.4627 Eh
HOMO level ... -8.97 eV

Each line ends with the Mulliken charge.
Element x y z (Å)
1 I 1.474 -2.711 -2.242  -0.066
2 Si -0.514 -2.891 -0.802  0.356
3 I -1.981 -4.639 -1.651  -0.145
4 C -1.423 -1.244 -0.917  -1.120
5 C -0.376 -0.327 -0.394  0.849
6 C -0.232 -0.112 0.988  -0.254
7 C 0.625 0.837 1.468  -0.661
8 C 1.291 1.655 0.603  -0.151
9 C 1.286 1.364 -0.733  -0.628
10 C 0.464 0.386 -1.238  -0.483
11 H -0.182 -3.516 0.508  -0.091
12 H -2.229 -1.118 -0.135  0.432
13 H -1.527 -1.136 -2.025  0.388
14 H -0.872 -0.862 1.566  0.203
15 H 0.648 1.179 2.479  0.343
16 H 1.855 2.630 1.015  0.217
17 H 1.784 2.071 -1.421  0.295
18 H 0.264 0.204 -2.245  0.516